The following is a quantum chemistry calculation of a single C3H6O molecule in a non-equilibrium geometry, from OMol25.

Computed properties:
HOMO level ... -0.3588 Ha
2S+1 ... 1
Net charge ... 0
SMILES string ... CCC=O
Orbital gap ... 10.653 eV

```
10
Properties=species:S:1:pos:R:3:nbo_charge:R:1
C -0.94655 -0.46253 -0.77070 -0.605
C 0.34603 0.17644 -0.19817 -0.510
C 0.76892 0.62408 1.23149 0.455
O 1.74790 1.24325 1.44945 -0.513
H -1.79761 0.31448 -0.98823 0.208
H -1.35364 -1.04270 -0.00874 0.202
H -0.78720 -1.09174 -1.64123 0.225
H 0.74405 0.94457 -0.94249 0.221
H 1.08307 -0.71263 -0.07144 0.227
H 0.19503 0.00678 1.94004 0.090
```


The following is a quantum chemistry calculation of a single C4H7N3 molecule in a non-equilibrium geometry, from OMol25.

Computed properties:
HOMO level ... -0.2891 Ha
2S+1 ... 1
Net charge ... 0
SMILES string ... C1=CNC=NNC1
Orbital gap ... 8.685 eV

```
14
Properties=species:S:1:pos:R:3:nbo_charge:R:1
C 0.04127 1.34834 -0.14738 -0.280
C -1.26713 0.89934 -0.26471 -0.028
N -1.73546 -0.39662 -0.05428 -0.618
C -0.80955 -1.48696 0.09976 0.165
N 0.47563 -1.76293 -0.20858 -0.283
N 1.43174 -0.67283 -0.42978 -0.470
C 1.32939 0.57795 0.31144 -0.280
H 0.40861 2.32733 -0.61000 0.220
H -1.94605 1.73009 -0.30397 0.214
H -2.65013 -0.56622 0.35524 0.410
H -1.37093 -2.48837 0.07400 0.189
H 2.45438 -1.04590 -0.16914 0.352
H 1.32738 0.52829 1.45526 0.193
H 2.31085 1.00847 -0.10788 0.215
```


The following is a quantum chemistry calculation of a gas-phase ion, C5H12NO2 (charge +1) in a non-equilibrium geometry, from OMol25.

Computed properties:
HOMO level ... -0.5309 Ha
2S+1 ... 1
Net charge ... +1
Orbital gap ... 10.097 eV

```
20
Properties=species:S:1:pos:R:3:nbo_charge:R:1
C -0.42525 0.52378 -0.89244 -0.291
C -1.84908 1.01186 -0.33104 -0.085
C -1.70897 -0.67200 1.06881 0.296
C 0.57536 -1.69297 -0.44913 -0.434
C 2.22391 0.90288 0.43841 -0.314
N 0.21241 -0.31425 0.00811 -0.071
O -2.38404 -0.14946 0.14944 -0.376
O 1.12478 0.22884 0.92098 -0.356
H -0.42750 0.15727 -1.90103 0.245
H 0.09554 1.39267 -0.98579 0.242
H -1.82303 1.80070 0.41594 0.218
H -2.48828 1.20443 -1.19548 0.237
H -1.76160 -1.67717 1.22730 0.195
H -1.33634 -0.09884 1.85990 0.181
H 1.45924 -1.66882 -1.15744 0.224
H 0.95185 -2.20847 0.45777 0.237
H -0.28943 -2.17908 -0.81120 0.222
H 2.10256 1.97639 0.11964 0.190
H 2.97795 0.42056 -0.30980 0.203
H 2.76993 1.04169 1.36704 0.235
```


The following is a quantum chemistry calculation of a molecular structure, C34H32AuCl3N7O4 in a non-equilibrium geometry, from OMol25.

Computed properties:
HOMO level (alpha / beta) ... -0.3373 / -0.3230 Ha
2S+1 ... 1
Net charge ... +1
Orbital gap (alpha / beta) ... 3.003 / 2.216 eV

```
81
Properties=species:S:1:pos:R:3:mulliken_charge:R:1
Au 0.62702 -0.87765 -0.40829 0.639
Cl -1.61292 7.33107 0.04454 -0.182
C -0.83068 5.78107 -0.17287 0.037
C 0.54854 5.87160 -0.48705 -0.698
C 1.49398 4.84189 -0.34922 -0.676
C 1.20333 3.62405 0.14757 -0.458
O 0.59775 1.66525 0.36534 1.145
C -1.28108 3.25237 -0.32512 1.921
C -2.44577 2.37418 0.14033 -0.514
O -2.75043 1.34690 -0.39589 -0.279
C -1.62672 4.69755 -0.01605 -1.634
H 0.91060 6.84836 -0.77671 0.522
H 2.51749 5.05748 -0.63432 0.569
H -3.01133 2.75393 1.01145 0.337
H -2.62800 4.88353 0.34450 0.716
Cl -3.64309 4.31554 -2.34098 -0.193
C -2.97172 2.90357 -3.08401 1.146
C -3.72327 2.33034 -4.09708 -0.752
C -3.24963 1.23423 -4.79049 -0.491
C -2.01386 0.71293 -4.45191 -0.902
C -1.29304 1.27678 -3.41712 1.006
Cl 0.25443 0.54093 -3.05990 -0.159
C -1.72880 2.39290 -2.68312 -0.819
N -0.89292 2.95469 -1.70462 0.157
C -0.06339 2.95714 0.58319 0.742
C -0.36390 3.14963 2.05319 -1.190
C 0.52708 2.91826 3.01837 -0.934
C 1.91253 2.45732 2.87019 -0.854
C 2.56052 2.20232 1.73437 -1.463
C 1.93464 2.33331 0.36528 1.410
C 2.85872 1.87180 -0.74800 -0.243
C 3.29829 0.41632 -0.58559 -0.122
O 4.34215 0.14335 -0.03737 -0.671
O 2.50134 -0.49468 -1.09546 -0.578
H -4.67419 2.77789 -4.34941 0.451
H -3.82703 0.80224 -5.59502 0.430
H -1.59824 -0.12981 -4.98648 0.460
H -0.00622 2.46900 -1.71144 -0.202
H -1.34695 3.51133 2.32646 0.395
H 0.20515 3.09086 4.03831 0.507
H 2.45417 2.31633 3.79747 0.451
H 3.58424 1.84895 1.76380 0.573
H 3.75996 2.48344 -0.69011 0.516
H 2.38096 2.02118 -1.71698 0.349
N -3.38943 -1.88952 0.09657 -0.005
C -2.25429 -1.66944 -0.58529 -0.826
N -1.26924 -1.33329 0.21511 0.283
C -1.78746 -1.30087 1.50076 0.376
C -1.18414 -0.95819 2.70814 -0.421
C -1.97646 -1.00651 3.83544 -0.917
C -3.33080 -1.37927 3.76831 -0.586
C -3.93602 -1.70770 2.57304 -1.094
C -3.13316 -1.65501 1.43843 0.981
H -4.27705 -2.13089 -0.31106 0.238
H -2.17986 -1.73923 -1.65804 0.583
H -0.14480 -0.65565 2.74818 0.543
H -1.55191 -0.74877 4.79606 0.454
H -3.91354 -1.40548 4.67858 0.435
H -4.97976 -1.98485 2.52217 0.459
C 0.53465 -3.98354 0.57836 -0.629
N 1.14670 -5.29104 0.70713 0.163
C 1.54282 -5.76164 -0.62533 -0.716
N 2.49062 -4.84836 -1.26689 0.065
C 1.86835 -3.54582 -1.39138 -0.644
N 1.47627 -3.02586 -0.05041 0.636
C 2.70264 -2.93235 0.80030 -0.634
N 3.31933 -4.23819 0.92812 0.082
C 2.35923 -5.16424 1.52613 -0.698
C 3.67528 -4.72211 -0.40808 -0.670
H 0.25419 -3.60214 1.56230 0.147
H -0.35747 -4.05585 -0.04707 0.076
H 0.65406 -5.85559 -1.25257 0.326
H 2.00586 -6.74336 -0.52655 0.345
H 0.96524 -3.62725 -2.00090 0.250
H 2.55485 -2.82884 -1.84035 0.150
H 2.39942 -2.56893 1.78438 0.191
H 3.39137 -2.22228 0.34422 0.230
H 2.08491 -4.80688 2.52027 0.327
H 2.82061 -6.14714 1.62249 0.350
H 4.15144 -5.69854 -0.31863 0.343
H 4.37778 -4.02502 -0.86574 0.342
```


The following is a quantum chemistry calculation of 2 unconnected molecules or ions with the total composition C37H46N4O3 in a non-equilibrium geometry, from OMol25.

Computed properties:
HOMO level ... -0.2147 Ha
2S+1 ... 1
Net charge ... 0
Orbital gap ... 3.721 eV

```
90
Properties=species:S:1:pos:R:3:mulliken_charge:R:1
C 2.69385 4.67419 0.97869 -1.058
C 2.14809 3.79145 -0.13434 -0.931
N 3.02814 2.66744 -0.50405 0.265
C 3.86638 2.92689 -1.67393 -0.740
C 3.20763 2.56908 -2.99156 -1.121
C 3.19308 1.48666 0.20912 0.236
C 2.29904 1.31499 1.32803 0.339
C 2.25854 0.15233 2.14256 0.377
C 1.19300 0.10555 3.22622 0.252
C 0.31569 1.16276 3.53328 -0.172
C -0.64548 1.03269 4.54633 -0.771
C -0.73840 -0.15487 5.28000 -0.369
C 0.13019 -1.21652 4.98743 -0.655
C 1.07792 -1.08482 3.97233 -0.345
O 3.03224 -0.81745 2.02223 -0.800
O 4.05883 0.67101 -0.15722 -0.763
H 1.95182 5.44407 1.21200 0.343
H 2.90459 4.10136 1.88763 0.289
H 3.61548 5.17217 0.65712 0.333
H 1.14595 3.42029 0.12417 0.464
H 2.05311 4.37967 -1.05716 0.452
H 4.08354 4.00278 -1.64493 0.372
H 4.79530 2.35997 -1.55857 0.384
H 3.89122 2.82545 -3.80446 0.394
H 3.00934 1.49377 -3.02759 0.279
H 2.26655 3.11031 -3.13603 0.294
H 1.55466 2.08289 1.46428 -0.215
H 0.38135 2.09809 2.97743 0.384
H -1.31838 1.86539 4.75770 0.372
H -1.47946 -0.25360 6.07265 0.389
H 0.07139 -2.15015 5.54604 0.371
H 1.74621 -1.91469 3.74082 0.407
C 8.03448 -1.52239 10.10944 -0.973
N 7.08138 -1.03103 9.14167 0.324
C 5.93353 -0.39898 9.52593 0.136
O 5.56337 -0.23951 10.68770 -0.684
C 5.21088 0.03854 8.25338 0.098
C 5.18790 1.55909 8.07200 -0.930
C 4.42558 2.25333 9.18255 0.409
C 3.03285 2.36328 9.11222 -0.321
C 2.32426 2.96013 10.16137 -0.644
C 3.00779 3.44128 11.28392 -0.455
C 4.40186 3.32432 11.35636 -0.673
C 5.10758 2.74022 10.30375 -0.222
N 5.97483 -0.66192 7.21599 0.559
C 5.60264 -0.63119 5.92421 0.174
C 6.33286 -1.23508 4.90980 0.665
C 5.99638 -1.24974 3.56277 -0.457
C 6.78774 -1.88977 2.55306 0.703
C 6.38274 -1.86787 1.18809 -0.841
C 7.11667 -2.50916 0.20768 -0.141
C 8.31314 -3.20319 0.53199 -0.219
N 9.06494 -3.85915 -0.44488 0.320
C 10.10872 -3.20576 -1.20475 -1.018
C 8.83027 -5.23442 -0.82902 -1.021
C 8.73894 -3.21638 1.87966 -0.295
C 7.99999 -2.57792 2.86031 -0.855
C 7.19519 -1.32695 7.72282 0.109
C 8.49367 -0.70259 7.18283 -1.506
C 7.17977 -2.85131 7.50356 -1.558
H 7.76016 -1.15000 11.10069 0.390
H 8.04365 -2.62066 10.11920 0.307
H 9.04234 -1.17312 9.85283 0.311
H 4.17610 -0.34808 8.28929 0.366
H 6.23019 1.92274 8.03236 0.421
H 4.71019 1.76185 7.10307 0.547
H 2.50904 1.97357 8.23394 0.488
H 1.23773 3.04419 10.09917 0.374
H 2.45777 3.90464 12.10456 0.363
H 4.94351 3.67362 12.23711 0.355
H 6.19545 2.64151 10.35110 0.312
H 4.67326 -0.09806 5.69565 0.752
H 7.24956 -1.73858 5.20184 -1.039
H 5.06690 -0.76777 3.25458 0.322
H 5.46854 -1.32869 0.92891 0.533
H 6.79612 -2.49570 -0.83527 0.497
H 10.25374 -2.17898 -0.85165 0.292
H 11.05536 -3.75769 -1.10439 0.322
H 9.84421 -3.18622 -2.27266 0.324
H 8.04956 -5.68015 -0.20298 0.293
H 8.52005 -5.28560 -1.88349 0.327
H 9.75456 -5.82212 -0.72356 0.321
H 9.66239 -3.74476 2.12555 0.411
H 8.36601 -2.61290 3.88686 0.231
H 8.53424 0.36059 7.45845 0.319
H 9.35257 -1.22571 7.62368 0.495
H 8.57183 -0.77622 6.09598 0.392
H 6.30666 -3.28407 8.01039 0.365
H 7.12713 -3.11853 6.44629 0.401
H 8.09633 -3.28718 7.92177 0.465
```


Question: net charge of number 2 (C4H7N3)?
Answer: 0